Entry 1:
A cluster of 3 separate species, C43H45IO6S in total in a non-equilibrium geometry. Source: the OMol25 dataset; level of theory: wB97M-V/def2-TZVPD.

Atoms and positions in Å:
C -2.127 -0.012 3.047
C -2.318 0.911 1.766
C -0.974 0.873 0.928
C -1.124 0.190 -0.500
C -0.427 1.041 -1.632
C -1.416 2.058 -2.354
C -1.415 3.498 -1.701
C -2.608 3.772 -0.724
C -4.030 3.747 -1.401
C -5.029 4.428 -0.363
C -6.539 4.100 -0.627
S -7.359 3.017 0.606
C -6.404 2.945 2.226
O -7.019 3.411 3.175
O -5.233 2.502 2.320
C -7.327 1.325 -0.195
I -6.787 -0.256 1.169
C -8.845 1.064 -0.616
C -8.975 -0.239 -1.506
H -2.029 -1.061 2.658
H -1.217 0.342 3.579
H -3.059 0.070 3.657
H -3.208 0.540 1.195
H -2.519 1.974 2.061
H -0.157 0.343 1.480
H -0.638 1.929 0.745
H -0.677 -0.841 -0.497
H -2.222 0.080 -0.711
H 0.468 1.561 -1.207
H -0.071 0.310 -2.412
H -2.435 1.587 -2.361
H -1.009 2.177 -3.394
H -0.475 3.564 -1.082
H -1.313 4.303 -2.478
H -2.635 3.071 0.147
H -2.449 4.802 -0.291
H -4.364 2.732 -1.723
H -3.964 4.419 -2.305
H -4.906 5.535 -0.542
H -4.662 4.245 0.673
H -6.668 3.606 -1.630
H -7.104 5.062 -0.683
H -6.732 1.364 -1.137
H -9.296 1.942 -1.141
H -9.431 0.854 0.322
H -8.442 -0.109 -2.481
H -10.066 -0.380 -1.749
H -8.657 -1.163 -0.973
C 2.982 -5.449 2.203
C 1.764 -4.849 1.890
C 1.402 -3.654 2.495
C 2.251 -3.060 3.424
C 3.460 -3.673 3.755
C 3.827 -4.863 3.133
C 4.353 -3.076 4.781
O 5.408 -3.608 5.067
C 3.930 -1.823 5.456
C 4.728 -1.281 6.459
C 4.348 -0.103 7.086
C 3.175 0.543 6.708
C 2.374 0.004 5.712
C 2.744 -1.185 5.090
C 1.861 -1.771 4.051
O 0.834 -1.211 3.721
H 3.267 -6.377 1.723
H 1.099 -5.314 1.171
H 0.456 -3.188 2.245
H 4.771 -5.336 3.378
H 5.644 -1.778 6.755
H 4.968 0.315 7.871
H 2.883 1.467 7.194
H 1.459 0.508 5.424
C 5.807 0.082 -7.475
C 6.968 -0.654 -7.251
C 7.107 -1.393 -6.086
C 6.092 -1.391 -5.134
C 4.939 -0.634 -5.348
C 4.796 0.093 -6.527
C 3.868 -0.581 -4.321
O 2.862 0.075 -4.509
C 4.052 -1.338 -3.057
C 3.085 -1.254 -2.060
C 3.241 -1.967 -0.880
C 4.360 -2.775 -0.694
C 5.329 -2.857 -1.683
C 5.184 -2.132 -2.863
C 6.245 -2.200 -3.898
O 7.225 -2.902 -3.737
H 5.696 0.652 -8.390
H 7.763 -0.652 -7.987
H 8.010 -1.969 -5.917
H 3.897 0.672 -6.703
H 2.211 -0.629 -2.200
H 2.489 -1.897 -0.102
H 4.477 -3.337 0.225
H 6.201 -3.483 -1.533

Its frontier orbital gap is 8.032 eV. The value obtained for the lowest unoccupied orbital energy is -1.05 eV. The HOMO energy is -9.079 eV. The total energy comes out at -2812.817882 hartree.

Results of the Mulliken charge analysis, in e, for atoms 1 through 6: C -1.025; C -0.250; C -0.212; C -0.491; C -0.671; C -0.666



Entry 2:
A structure of composition C43H45MoN7O2 in a non-equilibrium geometry. Source: the OMol25 dataset; level of theory: wB97M-V/def2-TZVPD.

Atoms and positions in Å:
Mo -0.350 -0.173 1.182
O -0.318 0.108 3.036
C 0.547 0.156 4.103
C -0.013 0.024 5.361
C 0.801 0.033 6.477
C 2.177 0.187 6.337
C 2.720 0.336 5.076
C 1.915 0.330 3.935
C 2.491 0.544 2.599
N 1.863 0.487 1.435
C 2.797 0.773 0.445
C 3.995 1.013 1.021
N 3.782 0.868 2.376
H -1.086 -0.095 5.442
H 0.364 -0.077 7.461
H 2.819 0.192 7.208
H 3.793 0.458 4.989
H 2.547 0.762 -0.606
H 4.959 1.260 0.605
H 4.481 0.996 3.088
N -1.404 7.472 2.027
C -1.216 6.346 1.891
C -0.979 4.929 1.718
C -1.803 3.998 2.329
C -1.553 2.661 2.118
N -0.554 2.212 1.342
C 0.263 3.126 0.795
C 0.083 4.483 0.947
H -2.623 4.305 2.963
H -2.160 1.916 2.611
H 1.095 2.758 0.215
H 0.760 5.179 0.472
C -2.427 4.725 -5.332
C -0.964 4.704 -4.922
N -0.467 3.349 -4.590
C 0.479 2.741 -5.533
C -0.164 2.294 -6.836
C -0.828 2.844 -3.400
O -1.452 3.486 -2.561
C -0.485 1.406 -3.027
C -0.396 0.295 -3.847
C -0.201 -0.949 -3.258
C -0.101 -1.049 -1.889
N -0.201 0.020 -1.076
C -0.409 1.205 -1.664
H -2.720 5.739 -5.612
H -3.064 4.407 -4.506
H -2.606 4.072 -6.189
H -0.803 5.343 -4.058
H -0.330 5.068 -5.729
H 1.002 1.925 -5.042
H 1.240 3.493 -5.741
H -1.010 1.622 -6.662
H 0.567 1.782 -7.464
H -0.541 3.150 -7.400
H -0.516 0.372 -4.923
H -0.143 -1.850 -3.855
H 0.026 -2.011 -1.424
H -0.594 2.055 -1.045
N 0.312 -1.851 1.054
C 0.967 -2.967 0.985
C 2.398 -2.980 0.583
C 3.323 -3.352 1.558
C 4.675 -3.381 1.245
C 5.095 -3.083 -0.049
C 4.165 -2.740 -1.023
C 2.818 -2.670 -0.706
C 0.298 -4.184 1.434
C -0.841 -4.085 2.248
C -1.491 -5.230 2.658
C -1.024 -6.475 2.240
C 0.099 -6.582 1.427
C 0.773 -5.439 1.031
H 2.984 -3.624 2.554
H 5.397 -3.665 2.002
H 6.146 -3.139 -0.302
H 4.490 -2.530 -2.035
H 2.103 -2.402 -1.472
H -1.191 -3.110 2.564
H -2.359 -5.161 3.302
H -1.538 -7.372 2.563
H 0.450 -7.555 1.109
H 1.657 -5.515 0.408
C -3.549 -0.489 -1.163
C -3.265 -1.182 0.191
C -4.550 -1.158 1.036
C -2.809 -2.636 -0.022
C -2.249 -0.326 0.898
H -4.432 -0.956 -1.608
H -2.720 -0.604 -1.863
H -3.758 0.578 -1.044
H -5.306 -1.786 0.557
H -4.955 -0.146 1.121
H -4.379 -1.549 2.043
H -3.288 -3.065 -0.906
H -3.080 -3.261 0.834
H -1.728 -2.722 -0.148
H -2.723 0.590 1.281

The value obtained for the energy above the lowest of the compared OMol25 structures with the same formula, charge and spin is 0.000 eV. Its frontier orbital gap is 6.454 eV. The value obtained for the lowest unoccupied orbital energy is -7.09 eV. The HOMO energy is -13.547 eV. The total energy comes out at -2267.075273 hartree. Its total charge is +2.

Results of the Mulliken charge analysis, in e, for atoms 1 through 6: Mo 0.435; O 0.379; C 0.387; C -0.873; C -0.642; C -0.945